No. 1
Below is 3 unconnected molecules or ions with the total composition C34H28BO10PS, with properties calculated with wB97M-V/def2-TZVPD.

E_HOMO	-9.1166	eV
structure (SMILES)	CC(=O)OC(=O)CB(P(C)O)S(C)(=O)=O.O=C1c2ccccc2C(=O)c2ccccc21.O=C1c2ccccc2C(=O)c2ccccc21
LUMO energy	-0.048	hartree
Kohn-Sham gap	7.82	eV

The geometry in XYZ format:
```
75
C34H28BO10PS wB97M-V/def2-TZVPD
C 1.45 0.15 -4.82
C 0.73 -0.11 -3.53
O 0.26 -1.15 -3.19
O 0.52 1.01 -2.73
C 1.55 1.88 -2.39
O 1.80 2.84 -3.04
C 2.23 1.50 -1.10
B 3.64 0.91 -1.45
P 3.83 -0.82 -2.12
C 5.60 -1.28 -2.13
O 3.13 -1.77 -0.97
S 5.10 2.11 -1.21
C 6.01 2.25 -2.72
O 5.90 1.42 -0.21
O 4.59 3.43 -0.91
H 0.69 0.36 -5.57
H 1.96 -0.76 -5.11
H 2.14 0.99 -4.77
H 1.61 0.79 -0.54
H 2.36 2.42 -0.52
H 5.68 -2.37 -2.17
H 6.14 -0.91 -1.26
H 6.05 -0.87 -3.04
H 2.99 -2.66 -1.30
H 6.50 3.22 -2.71
H 5.30 2.18 -3.55
H 6.74 1.44 -2.79
O 2.01 -3.88 1.51
C 1.07 -3.66 2.25
C 0.74 -2.27 2.69
C 1.52 -1.22 2.24
C 1.21 0.08 2.61
C 0.12 0.33 3.43
C -0.66 -0.72 3.89
C -0.35 -2.02 3.53
C -1.20 -3.13 4.05
O -2.12 -2.92 4.81
C -0.88 -4.52 3.59
C -1.67 -5.57 4.03
C -1.41 -6.86 3.60
C -0.36 -7.10 2.72
C 0.44 -6.06 2.29
C 0.18 -4.76 2.72
H 2.36 -1.42 1.59
H 1.82 0.90 2.25
H -0.14 1.35 3.69
H -1.52 -0.54 4.52
H -2.49 -5.36 4.71
H -2.03 -7.68 3.94
H -0.16 -8.11 2.38
H 1.26 -6.23 1.61
O -6.10 2.04 -1.66
C -5.08 2.34 -1.07
C -4.22 1.31 -0.43
C -4.59 -0.03 -0.52
C -3.79 -1.00 0.05
C -2.62 -0.65 0.72
C -2.27 0.68 0.83
C -3.06 1.67 0.26
C -2.65 3.09 0.41
O -1.67 3.40 1.04
C -3.50 4.12 -0.26
C -3.12 5.46 -0.17
C -3.88 6.43 -0.80
C -5.01 6.08 -1.52
C -5.40 4.75 -1.61
C -4.64 3.77 -0.98
H -5.49 -0.29 -1.05
H -4.07 -2.04 -0.03
H -1.99 -1.41 1.16
H -1.37 0.97 1.35
H -2.24 5.72 0.39
H -3.59 7.47 -0.74
H -5.60 6.84 -2.02
H -6.28 4.45 -2.16
```

---

No. 2
Below is a molecular structure, C34H28BrCl2FN3O3S2Ti, with properties calculated with wB97M-V/def2-TZVPD.

E_HOMO	-10.1504	eV
LUMO energy	-0.109	hartree
Kohn-Sham gap	7.19	eV
total charge	+1

The geometry in XYZ format:
```
75
C34H28BrCl2FN3O3S2Ti wB97M-V/def2-TZVPD
Ti 0.01 -0.49 0.88
O 6.09 0.83 -1.09
C 4.90 0.50 -0.56
C 4.10 -0.53 -1.04
C 2.88 -0.74 -0.44
N 2.39 -0.02 0.59
C 3.22 0.92 1.08
Br 2.79 1.90 2.62
C 4.45 1.22 0.54
H 6.31 0.24 -1.82
H 4.40 -1.15 -1.88
H 2.24 -1.51 -0.82
H 5.07 2.00 0.96
O -1.47 -1.49 0.59
C -1.87 -2.67 0.11
C -3.16 -2.80 -0.39
C -3.58 -4.02 -0.89
C -2.72 -5.12 -0.90
C -1.45 -4.99 -0.39
C -1.01 -3.77 0.13
C 0.30 -3.63 0.75
N 0.91 -2.49 1.07
C 2.08 -2.83 1.73
C 2.19 -4.18 1.77
N 1.06 -4.67 1.14
H -3.82 -1.95 -0.38
H -4.58 -4.12 -1.29
H -3.05 -6.07 -1.31
H -0.78 -5.84 -0.41
H 2.74 -2.09 2.13
H 2.94 -4.82 2.19
H 0.81 -5.64 1.07
Cl -3.02 0.91 0.18
C -2.62 2.59 0.17
C -3.64 3.51 -0.03
C -3.33 4.86 -0.05
C -2.02 5.28 0.11
C -1.02 4.34 0.31
Cl 0.60 4.94 0.50
C -1.29 2.97 0.36
S 0.07 1.89 0.64
H -4.65 3.16 -0.15
H -4.12 5.59 -0.21
H -1.77 6.33 0.08
F -5.15 1.10 3.96
C -3.88 0.72 3.75
C -3.59 -0.62 3.58
C -2.28 -0.99 3.35
C -1.26 -0.05 3.27
C 0.15 -0.47 2.99
C -1.59 1.30 3.46
C -2.89 1.69 3.70
H -4.39 -1.35 3.65
H -2.05 -2.04 3.21
H 0.38 -1.45 3.41
H 0.87 0.26 3.35
H -0.81 2.05 3.42
H -3.16 2.73 3.85
C -0.87 -0.49 -3.63
S -0.30 0.44 -2.22
O 0.27 -0.65 -1.30
C 1.10 1.31 -2.90
C 2.08 0.65 -3.65
C 3.16 1.38 -4.11
C 3.28 2.73 -3.81
C 2.31 3.37 -3.06
C 1.20 2.66 -2.60
H -0.10 -1.16 -4.00
H -1.17 0.22 -4.41
H -1.74 -1.05 -3.29
H 1.99 -0.40 -3.86
H 3.92 0.89 -4.72
H 4.13 3.29 -4.17
H 2.40 4.42 -2.82
H 0.44 3.14 -2.01
```

---

No. 3
Below is a molecular structure, C34H28BrGeN3O2Pt, with properties calculated with wB97M-V/def2-TZVPD.

⟨S²⟩	0.79
E_HOMO (alpha / beta)	-10.6242 / -11.2258	eV
LUMO energy (alpha / beta)	-0.168 / -0.168	hartree
multiplicity	2
Kohn-Sham gap (alpha / beta)	6.06 / 6.66	eV
total charge	+1

The geometry in XYZ format:
```
70
C34H28BrGeN3O2Pt wB97M-V/def2-TZVPD
Pt 1.47 -0.93 -1.10
Br -6.87 0.04 1.32
C -6.12 0.54 -0.33
C -6.20 1.86 -0.75
C -5.64 2.23 -1.96
C -4.95 1.28 -2.73
C -4.91 -0.06 -2.31
C -5.49 -0.43 -1.12
N -4.34 1.74 -3.88
N -3.59 0.93 -4.55
C -2.39 0.56 -4.26
C -1.82 -0.48 -5.10
C -0.72 -1.17 -4.76
C -0.01 -0.86 -3.53
O 1.00 -1.46 -3.18
C -0.53 0.26 -2.70
N 0.20 0.53 -1.59
C -0.04 1.67 -0.94
C -1.04 2.55 -1.34
C -1.86 2.21 -2.39
C -1.61 1.03 -3.09
H -6.71 2.59 -0.14
H -5.69 3.25 -2.31
H -4.43 -0.81 -2.93
H -5.47 -1.46 -0.79
H -2.39 -0.72 -5.99
H -0.33 -1.97 -5.37
H 0.59 1.88 -0.09
H -1.17 3.47 -0.80
H -2.65 2.88 -2.69
C 3.93 -2.68 -1.46
O 2.64 -2.60 -0.82
H 4.31 -3.70 -1.37
H 4.63 -1.97 -1.01
H 3.78 -2.44 -2.51
H 2.72 -2.84 0.12
C -2.51 0.59 3.15
C -1.35 1.04 3.76
C -0.11 0.78 3.18
C -0.02 0.07 1.98
C -1.20 -0.40 1.40
C -2.43 -0.14 1.97
Ge 1.74 -0.34 1.21
C 2.94 1.19 1.39
C 4.30 1.05 1.12
C 5.15 2.14 1.17
C 4.66 3.40 1.49
C 3.31 3.56 1.76
C 2.46 2.46 1.71
C 2.44 -1.91 2.14
C 1.72 -3.12 2.08
C 2.19 -4.26 2.71
C 3.38 -4.22 3.42
C 4.09 -3.04 3.51
C 3.62 -1.89 2.88
H -3.48 0.79 3.60
H -1.40 1.60 4.68
H 0.78 1.14 3.67
H -1.15 -0.97 0.47
H -3.34 -0.51 1.50
H 4.70 0.08 0.85
H 6.21 2.01 0.95
H 5.33 4.25 1.53
H 2.92 4.54 2.02
H 1.41 2.61 1.94
H 0.78 -3.15 1.54
H 1.62 -5.18 2.65
H 3.74 -5.12 3.92
H 5.01 -3.00 4.08
H 4.19 -0.97 2.98
```

---

No. 4
Below is a molecular structure, C34H28BrN9O5Ti in a non-equilibrium geometry, with properties calculated with wB97M-V/def2-TZVPD.

E_HOMO (alpha / beta)	-5.0290 / -4.8587	eV
LUMO energy (alpha / beta)	-0.051 / -0.054	hartree
Kohn-Sham gap (alpha / beta)	3.65 / 3.39	eV

The geometry in XYZ format:
```
78
C34H28BrN9O5Ti wB97M-V/def2-TZVPD
Ti -0.36 -0.15 -0.02
Br 6.00 -3.22 -2.31
C 4.25 -2.55 -1.97
C 3.44 -2.16 -3.04
C 2.17 -1.68 -2.79
C 1.68 -1.53 -1.49
O 0.50 -1.05 -1.26
C 2.51 -1.95 -0.40
C 2.01 -1.90 0.93
N 0.79 -1.50 1.21
C 0.26 -1.55 2.46
C 0.93 -1.98 3.62
C 0.28 -2.00 4.85
C -1.03 -1.60 4.97
C -1.75 -1.16 3.85
C -3.09 -0.72 3.89
C -3.71 -0.32 2.73
C -3.01 -0.35 1.52
N -1.74 -0.77 1.44
C -1.10 -1.15 2.57
C 3.80 -2.45 -0.67
H 3.81 -2.23 -4.05
H 1.53 -1.39 -3.60
H 2.67 -2.27 1.72
H 1.96 -2.30 3.57
H 0.83 -2.33 5.72
H -1.52 -1.62 5.93
H -3.60 -0.68 4.85
H -4.73 0.01 2.74
H -3.50 -0.05 0.60
H 4.44 -2.77 0.14
C -2.10 -2.70 -1.37
O -2.03 -1.30 -1.19
C -2.40 -0.49 -2.25
C -3.12 -0.91 -3.36
C -3.50 0.00 -4.34
C -3.16 1.34 -4.21
C -2.43 1.77 -3.12
C -2.02 0.86 -2.14
N -1.24 1.22 -1.06
N -0.83 2.49 -1.11
C -0.23 3.06 -0.07
C 0.01 2.38 1.17
O 0.01 1.07 1.19
C 0.23 3.14 2.33
C 0.43 4.50 2.26
C 0.48 5.16 1.01
C 0.89 6.51 0.89
C 0.98 7.11 -0.34
C 0.67 6.39 -1.50
C 0.25 5.08 -1.41
C 0.16 4.44 -0.17
H -3.15 -3.02 -1.47
H -1.53 -3.02 -2.25
H -1.67 -3.14 -0.47
H -3.40 -1.95 -3.48
H -4.06 -0.34 -5.19
H -3.45 2.05 -4.97
H -2.14 2.80 -3.00
H 0.26 2.62 3.27
H 0.56 5.07 3.17
H 1.14 7.06 1.79
H 1.31 8.13 -0.42
H 0.75 6.87 -2.46
H 0.01 4.52 -2.30
N 2.65 1.05 0.33
N 3.20 1.94 -0.59
C 2.69 2.05 -1.84
N 3.35 2.83 -2.71
N 1.63 1.33 -2.11
N 1.02 1.40 -3.30
O 1.29 2.28 -4.11
O 0.20 0.54 -3.51
H 2.43 1.52 1.21
H 3.24 0.24 0.48
H 4.09 2.40 -0.40
H 4.11 3.42 -2.41
H 2.87 3.01 -3.59
```

---

No. 5
Below is a molecular structure, C34H28CsF6N9O7S5 in a non-equilibrium geometry, with properties calculated with wB97M-V/def2-TZVPD.

E_HOMO	-1.4448	eV
LUMO energy	0.130	hartree
Kohn-Sham gap	4.97	eV
total charge	-2

The geometry in XYZ format:
```
90
C34H28CsF6N9O7S5 wB97M-V/def2-TZVPD
Cs 0.91 0.14 0.81
O 1.95 2.15 -3.06
C 1.97 0.96 -2.70
N 1.01 0.05 -2.84
C -0.13 0.34 -3.58
C -0.05 0.83 -4.89
C -1.17 1.03 -5.67
C -2.42 0.71 -5.17
C -2.53 0.20 -3.88
C -1.41 0.02 -3.06
N -1.52 -0.58 -1.82
C -1.56 0.02 -0.68
O -1.51 -0.60 0.43
C -1.70 1.53 -0.70
C -2.79 2.11 -1.35
C -2.81 3.47 -1.55
C -1.75 4.23 -1.06
C -0.74 3.57 -0.38
N -0.71 2.26 -0.21
C 3.22 0.44 -2.01
C 4.36 1.23 -2.03
C 5.49 0.78 -1.37
C 5.45 -0.43 -0.71
C 4.27 -1.16 -0.77
N 3.19 -0.75 -1.41
H 0.94 1.07 -5.28
H -1.07 1.43 -6.67
H -3.31 0.86 -5.77
H -3.50 -0.07 -3.49
H -3.60 1.49 -1.69
H -3.63 3.94 -2.08
H -1.72 5.30 -1.21
H 0.10 4.12 0.04
H 4.32 2.18 -2.54
H 6.39 1.40 -1.35
H 6.30 -0.79 -0.15
H 4.19 -2.13 -0.28
N -0.05 -2.82 3.68
C 0.47 -3.78 2.86
N 0.76 -3.65 1.61
C 1.18 -4.85 1.05
C 1.21 -5.89 1.92
S 0.70 -5.42 3.50
C 1.61 -5.01 -0.35
C 2.31 -6.10 -0.76
S 2.69 -5.99 -2.44
C 1.82 -4.39 -2.46
N 1.35 -4.07 -1.30
N 1.68 -3.74 -3.60
H -0.02 -1.89 3.31
H 0.20 -2.90 4.65
H 1.48 -6.92 1.74
H 2.63 -6.95 -0.19
H 2.20 -4.07 -4.40
H 1.43 -2.67 -3.59
F 1.89 3.64 2.32
C 3.21 3.68 2.20
F 3.51 4.82 1.54
F 3.75 3.80 3.42
S 3.96 2.23 1.25
O 2.83 1.63 0.60
O 5.00 2.88 0.52
N 4.53 1.28 2.38
S 3.33 0.41 2.94
O 2.31 1.19 3.55
O 2.94 -0.72 2.15
C 4.22 -0.38 4.37
F 3.39 -1.23 5.00
F 4.64 0.51 5.27
F 5.28 -1.09 3.96
C -6.89 2.36 -0.20
C -5.78 1.65 0.53
C -5.67 0.27 0.48
C -4.63 -0.38 1.13
C -3.67 0.36 1.81
C -3.76 1.74 1.86
C -4.82 2.38 1.24
S -2.28 -0.50 2.58
C -3.30 -0.69 4.15
O -1.30 0.52 3.00
H -7.55 1.65 -0.70
H -6.47 3.03 -0.96
H -7.49 2.97 0.48
H -6.39 -0.31 -0.08
H -4.54 -1.46 1.10
H -2.99 2.29 2.38
H -4.90 3.46 1.29
H -3.75 0.26 4.44
H -2.60 -1.02 4.92
H -4.07 -1.44 3.98
```

---

No. 6
Below is a molecular structure, C34H28F5N2OPSTi in a non-equilibrium geometry, with properties calculated with wB97M-V/def2-TZVPD.

E_HOMO	-13.6473	eV
LUMO energy	-0.253	hartree
Kohn-Sham gap	6.75	eV
total charge	+2

The geometry in XYZ format:
```
73
C34H28F5N2OPSTi wB97M-V/def2-TZVPD
Ti -0.88 0.39 0.11
C 3.09 3.13 4.87
C 1.97 3.74 4.34
C 1.35 3.20 3.22
C 1.87 2.05 2.64
C 2.99 1.42 3.18
C 3.60 1.97 4.30
P 1.09 1.42 1.15
C 1.73 -0.28 0.94
C 2.74 -0.67 0.06
C 3.13 -2.00 0.01
C 2.51 -2.94 0.82
C 1.49 -2.56 1.68
C 1.08 -1.24 1.73
C 1.66 2.39 -0.27
C 2.76 3.21 -0.22
C 3.09 4.01 -1.33
C 2.30 4.00 -2.44
C 1.13 3.20 -2.50
C 0.25 3.24 -3.61
C -0.92 2.53 -3.60
C -1.26 1.73 -2.49
C -0.42 1.64 -1.41
C 0.80 2.39 -1.39
H 3.57 3.55 5.75
H 1.56 4.64 4.80
H 0.46 3.67 2.81
H 3.38 0.51 2.74
H 4.47 1.49 4.72
H 3.24 0.08 -0.55
H 3.94 -2.30 -0.65
H 2.84 -3.97 0.81
H 1.03 -3.30 2.33
H 0.32 -0.92 2.44
H 3.38 3.24 0.67
H 3.96 4.65 -1.28
H 2.53 4.63 -3.29
H 0.51 3.85 -4.47
H -1.60 2.58 -4.44
H -2.20 1.18 -2.52
F -7.60 -0.18 1.22
C -6.38 0.29 1.27
C -5.40 -0.23 0.43
F -5.68 -1.21 -0.42
C -4.12 0.27 0.53
F -3.12 -0.25 -0.26
C -3.75 1.26 1.42
S -2.09 1.77 1.54
C -4.75 1.79 2.23
F -4.45 2.75 3.09
C -6.05 1.31 2.16
F -6.98 1.80 2.96
C 0.75 -1.30 -3.09
N 0.20 -2.46 -2.38
C 0.36 -3.73 -3.09
C 0.31 -4.88 -2.10
C -0.97 -4.76 -1.30
N -1.08 -3.43 -0.70
C -2.01 -3.31 0.42
C -0.52 -2.36 -1.27
O -0.68 -1.20 -0.69
H 1.82 -1.42 -3.20
H 0.54 -0.39 -2.55
H 0.29 -1.24 -4.08
H 1.31 -3.71 -3.61
H -0.43 -3.83 -3.84
H 1.17 -4.83 -1.44
H 0.33 -5.83 -2.62
H -1.00 -5.49 -0.49
H -1.85 -4.94 -1.93
H -1.81 -4.10 1.13
H -3.04 -3.41 0.06
H -1.90 -2.35 0.91
```